## a
Density functional theory data (ωB97M-V with the def2-TZVPD basis set) for C4H13N3O as an isolated structure.

Structure (XYZ):
```
21
Properties=species:S:1:pos:R:3:lowdin_charge:R:1
O -1.12188 -0.19306 -0.39933 -0.1529
N 0.05300 2.40205 0.54566 0.0820
N -1.88989 -1.36060 1.34250 -0.0932
N 2.51836 -0.22818 -1.98866 0.0243
C 1.09617 1.34929 -1.29982 0.0154
C 1.62283 0.17083 -0.96070 -0.1905
C -0.71038 -2.12202 1.66781 -0.1740
C -1.64290 0.05346 0.78874 -0.4660
H 1.37577 2.01942 -2.11450 0.0934
H 0.35657 3.36940 0.70756 0.0384
H -2.46394 -1.88689 0.69119 0.0949
H 0.52296 2.32319 -0.70947 0.0581
H -1.04289 -3.06463 2.11078 0.0713
H -0.06090 -1.64506 2.40313 0.0715
H 2.37371 0.09691 -2.92321 0.0793
H -0.08231 -2.37545 0.80146 0.0589
H 1.43730 -0.63775 -0.29076 0.0998
H 2.91561 -1.14895 -1.93190 0.0787
H -1.16309 0.56427 1.62827 0.0721
H -2.72126 0.40314 0.84156 0.1060
H 0.73044 1.78568 1.00209 0.0324
```

Output
**Net charge**: 0

---

## b
Density functional theory data (ωB97M-V with the def2-TZVPD basis set) for C4H13N3O as an isolated structure.

Structure (XYZ):
```
21
Properties=species:S:1:pos:R:3:lowdin_charge:R:1
O 1.59725 0.61752 -0.04164 -0.0826
N 0.35808 -1.11495 0.86661 0.1111
N -1.82512 0.24225 0.85007 -0.2535
N 1.96658 -1.59459 -0.67204 0.1239
C -1.51134 1.45173 0.11932 -0.1989
C 1.53763 -0.72550 0.21833 -0.6032
C -2.73766 -0.61404 0.12326 -0.2073
C 2.66761 1.02281 -0.87431 -0.0813
H -1.04776 1.25742 -0.85796 0.0638
H -2.35739 -0.89864 -0.87069 0.0636
H 2.52997 0.65109 -1.89454 0.0891
H 1.97185 -2.54928 -0.32210 0.0440
H -3.69232 -0.09569 -0.02449 0.0676
H 3.64918 0.69277 -0.51483 0.0933
H -0.87986 2.08899 0.73561 0.0655
H -2.43333 2.01119 -0.07371 0.0674
H 2.70273 2.10968 -0.92412 0.0902
H 1.27579 -0.66353 1.65916 0.2879
H -2.93729 -1.51864 0.69680 0.0621
H -0.81876 -0.35254 1.18582 0.0767
H -0.01582 -2.01804 0.61544 0.1203
```

Output
**Net charge**: 0

---

## c
Density functional theory data (ωB97M-V with the def2-TZVPD basis set) for C4H13N3O in the gas phase.

Structure (XYZ):
```
21
Properties=species:S:1:pos:R:3:lowdin_charge:R:1
O 1.98994 1.13179 -1.72407 -0.1266
N -0.00296 0.57724 0.55780 -0.2334
N -1.20895 0.30924 -0.14665 -0.1141
N 0.62294 -0.69272 -2.16178 0.0443
C -2.06947 -0.76588 0.34394 -0.1082
C 1.03518 -0.39515 0.25456 -0.1631
C 1.53164 -0.30893 -1.17634 -0.3531
C -0.17760 0.75276 1.99628 -0.0963
H -2.91359 -0.85609 -0.33813 0.0803
H -2.46941 -0.60912 1.35378 0.0671
H -0.28612 -0.26719 -2.00477 0.0561
H 1.00956 -0.31568 -3.03928 0.0917
H 1.73309 1.94312 -1.26669 0.0455
H -1.73086 1.18190 -0.17278 0.1175
H 1.88155 -0.17897 0.90866 0.1220
H -0.39104 -0.17469 2.54629 0.0801
H -0.99687 1.45013 2.17472 0.0842
H -1.51915 -1.70606 0.32832 0.0739
H 0.73849 -1.43602 0.45944 0.1209
H 0.73471 1.17659 2.41388 0.0823
H 2.48892 -0.81626 -1.30718 0.1289
```

Output
**Net charge**: 0

---

## d
Density functional theory data (ωB97M-V with the def2-TZVPD basis set) for a 2-piece molecular cluster, C4H13N3O overall.

Structure (XYZ):
```
21
Properties=species:S:1:pos:R:3:lowdin_charge:R:1
O 0.42660 -0.99636 -2.41570 -0.1297
N -1.75427 -0.36563 -0.27432 0.0545
N -0.48663 1.71813 -0.69862 0.0531
N 0.86316 -1.57871 -1.14156 -0.0661
C 1.89637 -0.83544 0.92146 -0.0575
C -0.70845 0.55731 0.10786 -0.5502
C -0.76253 0.87057 1.57576 -0.0698
C 1.18534 -0.47171 -0.35224 -0.3426
H -0.41165 1.48523 -1.68206 0.0675
H 1.91874 0.00563 1.61199 0.0687
H -1.97351 -0.34666 -1.26043 0.0780
H 1.52676 0.43253 -0.85466 0.1209
H -2.59065 -0.34580 0.29854 0.0791
H 0.10056 -1.77509 -2.87989 0.0762
H -1.21146 2.42436 -0.57568 0.0798
H -1.67188 1.44441 1.81613 0.0803
H 1.42081 -1.68795 1.40855 0.0866
H -0.77864 -0.04029 2.17663 0.0812
H 2.92451 -1.11549 0.68033 0.0839
H -0.00674 -0.85347 -0.33372 0.1312
H 0.09355 1.47444 1.87165 0.0747
```

Output
**Net charge**: 0

---

Most stable pick: c. Distance to second place: 344.9 kJ/mol.

---

## a
Density functional theory data (ωB97M-V with the def2-TZVPD basis set) for C4H13N3O in the gas phase.

Structure (XYZ):
```
21
Properties=species:S:1:pos:R:3:lowdin_charge:R:1
O 0.29753 -1.66646 -2.39227 -0.0599
N 1.16777 2.05842 1.39959 0.0100
N -1.01197 -2.11203 0.83699 0.0065
N -0.60237 1.01682 -0.04673 -0.0448
C 0.16165 -1.26682 0.77645 -0.2465
C -0.40266 -0.64067 -1.67493 -0.2289
C 0.24953 -0.20763 -0.35922 -0.2889
C 0.27998 2.17397 0.24864 -0.3065
H -0.51309 2.91013 0.46861 0.1119
H 0.29984 -0.92294 1.81385 0.1068
H -1.25193 0.88077 0.71317 0.0952
H 1.28338 0.09736 -0.51111 0.1285
H 0.86734 2.47612 -0.60365 0.1047
H -0.65806 0.22371 -2.27333 0.1151
H -1.52013 -2.07247 1.70590 0.0611
H -1.33238 -1.14346 -1.38565 0.0989
H 1.84735 1.32440 1.26041 0.0530
H -1.70403 -2.05861 0.11120 0.0472
H 0.78326 -1.20310 -3.08125 0.0784
H 1.07834 -1.86523 0.71685 0.0996
H 0.68064 1.99774 2.27648 0.0587
```

Output
**Net charge**: 0

---

## b
Density functional theory data (ωB97M-V with the def2-TZVPD basis set) for C4H13N3O as an isolated structure.

Structure (XYZ):
```
21
Properties=species:S:1:pos:R:3:lowdin_charge:R:1
O -1.05103 -1.32746 0.05384 -0.0539
N -1.34424 0.40030 -1.63745 0.0619
N 0.62065 0.90506 1.13665 -0.2704
N 0.49436 0.67351 -0.26165 -0.0116
C 0.43286 -1.45377 -1.84870 -0.0319
C -0.45237 -0.73246 -0.84134 -0.6308
C 1.25205 -0.22418 1.82506 -0.0882
C -0.65639 1.29994 1.72550 -0.0959
H 2.22743 -0.41341 1.37037 0.0783
H -2.29131 0.36770 -1.27697 0.0900
H -0.17883 -2.15993 -2.41166 0.0833
H 0.65189 -1.13794 1.78759 0.0755
H 1.42808 0.69637 -0.66596 0.1135
H -0.43969 1.16274 -0.97037 0.1353
H 1.42116 0.06387 2.86373 0.0801
H -1.40629 0.50291 1.69910 0.0745
H -1.31377 0.40141 -2.65065 0.0795
H 0.92644 -0.77267 -2.54602 0.0702
H -0.47612 1.59136 2.76141 0.0800
H 1.19059 -2.01520 -1.30186 0.0812
H -1.03548 2.17187 1.18940 0.0794
```

Output
**Net charge**: 0

---

Most stable pick: a. Distance to second place: 142.8 kJ/mol.

---

## a
Density functional theory data (ωB97M-V with the def2-TZVPD basis set) for an isolated ion of composition C9H21N2 and charge +1.

Structure (XYZ):
```
32
Properties=species:S:1:pos:R:3:lowdin_charge:R:1
N -0.73605 -0.21184 0.11813 0.1469
N -0.80166 1.51587 0.14866 -0.2247
C -0.65895 -3.31069 -0.45749 -0.1038
C 1.65249 1.40805 -0.10909 -0.1835
C -2.10609 1.87462 -0.54409 0.0287
C 1.64434 0.00230 -0.60738 -0.1489
C 0.39023 2.07494 -0.53508 -0.1451
C 0.99723 -1.20596 1.36661 -0.0034
C 0.26939 -2.21975 -0.92428 -0.1471
C -0.92365 1.70739 1.58414 0.0074
C 0.47547 -0.85793 -0.05220 -0.5180
H 1.10420 -2.24138 1.41010 0.0687
H -2.00059 2.93187 -0.93124 0.1299
H -1.26950 -0.40332 -0.76179 0.1230
H 1.51501 0.13038 -1.62533 0.0907
H -1.18799 0.70588 1.93196 0.1065
H 0.02377 2.11108 1.94672 0.1148
H -0.14801 -1.80453 -1.87423 0.1254
H 1.21437 -2.73653 -0.83811 0.1158
H 1.73118 1.40845 0.96449 0.1023
H -1.69820 2.37583 1.76250 0.0820
H -1.06847 -3.33515 0.50989 0.0587
H 2.62096 -0.59255 -0.32697 0.1759
H -1.56362 -3.26383 -1.11857 0.0923
H 0.36802 1.98741 -1.54784 0.0954
H -2.96307 1.66864 0.02052 0.0837
H 1.97303 -0.87686 1.52600 0.0656
H -2.08211 1.27888 -1.55536 0.1386
H -0.15611 -4.28131 -0.55754 0.0887
H 0.51992 3.24625 -0.39315 0.1930
H 0.25798 -0.93765 2.05647 0.0675
H 2.60648 1.85147 -0.58644 0.1731
```

Output
**Net charge**: +1

---

## b
Density functional theory data (ωB97M-V with the def2-TZVPD basis set) for an isolated ion of composition C9H21N2 and charge +1.

Structure (XYZ):
```
32
Properties=species:S:1:pos:R:3:lowdin_charge:R:1
N 1.45129 0.46203 0.01856 -0.1977
N -0.28292 2.40289 0.09219 0.0800
C 0.08538 -0.37948 -1.73052 0.0296
C -0.92925 0.98684 0.33811 -0.2114
C 1.81160 0.67737 1.41877 0.0064
C -2.19970 0.82777 -0.34261 -0.1688
C -0.81244 -2.54167 0.32303 -0.0498
C 2.60190 0.03539 -0.74154 0.0161
C -3.38083 0.36340 0.15859 0.0758
C 0.21717 -1.46023 0.57421 -0.1802
C 0.21623 -0.17335 -0.13999 -0.4199
H -2.35173 1.24087 -1.33533 0.1117
H -1.66100 -2.68284 1.02990 0.1028
H 2.60327 0.39093 -1.73687 0.0989
H 2.65689 1.20768 1.63553 0.0916
H -4.25339 0.60011 -0.46913 0.0743
H -1.21583 0.96270 1.39771 0.1460
H 3.48505 0.32577 -0.30825 0.0829
H 1.11064 1.47321 -0.18995 0.1481
H -0.34712 -3.44241 0.43279 0.0490
H 0.37269 0.63039 -2.04776 0.1045
H 1.17451 -1.81995 0.22366 0.1066
H -0.89007 2.90366 -0.49025 0.0660
H 1.05450 1.20711 2.00274 0.1213
H -1.26943 -2.44922 -0.60565 0.0556
H 0.71953 -1.19206 -2.18109 0.1249
H -0.80312 -0.68177 -2.04080 0.0249
H 0.30563 -1.28083 1.73131 0.1598
H -0.30365 2.92804 0.96979 0.1040
H 2.61950 -1.09555 -0.83571 0.1386
H 1.94290 -0.17318 1.93586 0.0658
H -3.72822 -0.25362 0.91272 0.0428
```

Output
**Net charge**: +1

---

Most stable pick: b. Distance to second place: 64.3 kJ/mol.

---

## a
Density functional theory data (ωB97M-V with the def2-TZVPD basis set) for a 2-piece molecular cluster, C5H14 overall.

Structure (XYZ):
```
19
Properties=species:S:1:pos:R:3:lowdin_charge:R:1
C 2.06159 -0.51766 -1.43227 -0.1595
C -1.48084 1.22753 -0.13507 -0.1316
C -1.53886 0.40253 1.13740 -0.3109
C 2.76722 0.02897 -0.19189 -0.1694
C -2.12839 -1.02267 0.91062 -0.1267
H -1.05636 0.79859 -1.04793 0.0592
H -0.56605 0.14039 1.56410 0.0866
H 3.35318 0.94748 -0.30375 0.0606
H -2.53134 1.32725 -0.43044 0.0726
H -0.92487 2.15428 0.00150 0.0677
H -2.08155 -1.59259 1.83408 0.0619
H -1.69338 -1.60411 0.09473 0.0630
H -3.16888 -0.90778 0.58473 0.0644
H 1.02264 -0.79062 -1.26117 0.0441
H 3.49722 -0.61974 0.29859 0.0602
H 2.02073 0.30858 0.54913 0.0443
H -2.19041 0.89278 1.84480 0.0930
H 2.58440 -1.40183 -1.79097 0.0586
H 2.05394 0.22861 -2.22619 0.0619
```

Output
**Net charge**: 0

---

## b
Density functional theory data (ωB97M-V with the def2-TZVPD basis set) for a 2-piece molecular cluster, C5H14 overall.

Structure (XYZ):
```
19
Properties=species:S:1:pos:R:3:lowdin_charge:R:1
C -0.54466 2.23702 0.65736 -0.1747
C 0.27839 -0.73640 -1.61445 -0.1267
C -0.85368 -2.32987 -0.04489 -0.1195
C 0.81567 2.02339 1.29948 -0.1576
C 0.45593 -1.56868 -0.30504 -0.2949
H 0.91961 2.46519 2.28517 0.0595
H -1.28224 2.78637 1.26623 0.0640
H 0.99964 0.95997 1.45843 0.0391
H -1.32952 -2.58852 -0.99340 0.0659
H -0.67299 -3.28857 0.44825 0.0645
H -1.53705 -1.73183 0.54884 0.0643
H -1.09469 1.31986 0.44767 0.0418
H 1.31991 -2.20728 -0.48032 0.0941
H 1.17681 -0.17203 -1.87409 0.0649
H 1.58954 2.41529 0.63382 0.0674
H 0.18210 -1.43500 -2.44761 0.0656
H 0.68393 -0.85255 0.48289 0.0625
H -0.52610 2.79496 -0.28675 0.0654
H -0.58059 -0.09133 -1.48160 0.0544
```

Output
**Net charge**: 0

---

Most stable pick: b. Distance to second place: 13.5 kJ/mol.